Record 1
Molecular formula: C4H14O3
Method: DFT, wB97M-V/def2-TZVPD

```
21
Properties=species:S:1:pos:R:3:forces:R:3:mulliken_charge:R:1
C 2.61710 0.40819 1.51065 -0.937 1.823 -1.531 -1.208
C 1.20965 0.96517 1.27102 -0.139 -0.652 -0.564 0.784
C 0.46912 0.82944 0.16907 0.817 -0.338 0.387 -0.901
C 0.69020 1.73003 2.42924 0.323 1.293 0.559 -1.259
H 3.20763 1.34183 1.53345 0.130 -0.422 1.323 0.348
H 3.09303 0.00626 0.62659 -0.439 -1.091 -0.159 0.376
H 2.55240 -0.23298 2.37918 0.788 0.052 0.206 0.291
H -0.52384 1.24937 0.10971 0.043 0.190 -0.093 0.333
H 0.85404 0.24105 -0.65155 -0.113 -0.035 -0.235 0.183
H -0.01046 2.51677 2.13632 -0.311 -0.407 -0.051 0.380
H 1.52322 2.31088 2.85356 -0.134 -0.305 0.232 0.348
H 0.26056 1.11576 3.22379 0.054 -0.033 -0.095 0.277
H 0.02227 1.25648 -4.30454 0.517 0.838 -0.760 0.306
H -0.13102 0.63765 -2.96866 0.036 -0.090 0.552 0.331
O -0.45024 0.57214 -3.86435 -0.544 -0.730 0.226 -0.628
H -1.58074 -1.04035 -0.76628 0.243 0.085 0.157 0.370
H -2.28530 0.19173 -0.17569 0.092 0.056 0.041 0.317
O -2.44295 -0.66816 -0.56708 -0.442 -0.131 -0.124 -0.625
H -2.02365 -2.81557 0.41103 -0.501 0.325 0.320 0.337
H -1.51421 -3.29039 -0.92975 0.147 -0.144 0.530 0.325
O -1.26425 -3.22614 0.00929 0.371 -0.283 -0.920 -0.684
```
Forces are in eV/Å.

LUMO level: 0.61 eV
SMILES: C=C(C)C.O.O.O
energy: -386.47490 Eh
ΔE to the lowest compared entry with this formula, charge and spin: 1.412 eV

---

Record 2
Molecular formula: C4H14O3
Method: DFT, wB97M-V/def2-TZVPD

```
21
Properties=species:S:1:pos:R:3:forces:R:3:mulliken_charge:R:1
C 1.29472 -1.54610 -0.86452 -1.186 0.296 0.536 -0.955
C 0.24126 -0.49025 -1.09742 0.877 -0.672 -0.265 0.003
C -1.10549 -0.65510 -0.93626 0.582 0.378 3.451 -0.346
C -1.91229 0.40820 -0.23935 0.389 0.198 -1.530 -0.726
H 2.07886 -1.11921 -0.19814 -0.423 -0.415 -0.497 0.303
H 0.75271 -2.35791 -0.30942 0.710 0.326 -0.343 0.171
H 1.69025 -1.88335 -1.82384 0.434 0.265 0.029 0.380
H 0.59788 0.50543 -1.46062 -0.009 0.493 -0.261 0.469
H -1.56335 -1.61986 -0.97464 -0.272 -1.119 -0.518 0.614
H -2.87727 0.43381 -0.72014 -0.547 0.291 -0.120 0.401
H -2.06259 0.09843 0.78973 0.121 0.188 0.107 0.199
H -1.35163 1.35406 -0.30378 -0.747 -0.405 0.167 0.350
H 0.99973 3.24407 -1.51037 -0.184 -1.722 0.264 0.186
H -0.49143 -2.11860 0.99318 -0.402 0.745 -1.292 0.151
O 1.00620 2.28934 -1.22166 -0.026 0.833 -0.031 -0.939
H 0.22989 -1.41234 2.05651 1.251 1.965 1.423 0.091
H 0.29133 0.13764 2.29277 -0.550 0.380 -0.361 0.368
O 0.72198 -0.66002 2.59752 -0.830 -2.530 -0.979 -0.607
H 0.87691 1.58846 1.65696 0.266 0.620 -0.420 0.316
H 0.46397 2.01864 0.17741 0.734 0.567 -0.633 0.287
O 0.11836 1.78464 1.09606 -0.187 -0.682 1.275 -0.716
```
Forces are in eV/Å.

LUMO level: -4.45 eV
energy: -386.18753 Eh
ΔE to the lowest compared entry with this formula, charge and spin: 9.231 eV

---

Record 3
Molecular formula: C4H14O3
Method: DFT, wB97M-V/def2-TZVPD

```
21
Properties=species:S:1:pos:R:3:forces:R:3:mulliken_charge:R:1
C 0.61774 -0.28234 2.01809 -0.266 1.872 -0.455 -0.275
C 0.51561 -0.81070 0.80031 1.216 -1.482 0.549 0.069
C 1.74630 -1.09217 -0.07370 -0.594 0.343 1.153 -1.283
C -0.49758 0.43487 2.79749 0.276 -1.465 -1.203 -1.015
H 1.60802 0.04599 2.33682 0.062 -0.143 -0.074 0.254
H -0.35838 -1.37744 0.49661 -0.500 0.808 -0.184 0.476
H 2.36571 -1.86930 0.37830 -0.201 -0.391 -0.358 0.367
H 2.40094 -0.22125 -0.09048 -0.194 0.152 -0.374 0.329
H 1.36240 -1.34898 -1.05406 0.570 -0.147 -0.286 0.256
H -1.31885 0.63496 2.10835 -0.130 -0.107 0.105 0.246
H -0.86113 -0.21476 3.59006 -0.030 0.525 0.523 0.303
H -0.09781 1.40148 3.07328 -0.094 0.024 0.659 0.314
H 0.39432 -0.12377 -4.00139 0.347 -0.103 -0.716 0.319
H -0.33505 -0.35281 -2.72027 -0.104 -0.012 0.112 0.285
O 0.15053 0.32652 -3.20234 -0.398 -0.064 0.652 -0.671
H -3.13292 -0.90565 -0.39995 -0.680 -0.482 0.200 0.302
H -1.97979 -0.12072 -0.79327 0.496 -0.019 -0.125 0.291
O -2.31344 -1.02293 -0.87398 0.166 0.585 -0.131 -0.614
H 0.18285 1.65638 -1.77755 0.591 0.229 0.257 0.347
H -0.61780 2.84042 -1.46456 -0.365 0.650 0.102 0.300
O 0.16832 2.40220 -1.14775 -0.165 -0.774 -0.404 -0.601
```
Forces are in eV/Å.

LUMO level: 0.45 eV
SMILES: C/C=C/C.O.O.O
energy: -386.46866 Eh
ΔE to the lowest compared entry with this formula, charge and spin: 1.581 eV